1.
{"formula": "C20H27ClN2O3S", "method": "ωB97M-V/def2-TZVPD", "species": ["O", "C", "N", "H", "C", "H", "H", "C", "C", "C", "C", "C", "C", "C", "H", "H", "H", "H", "H", "H", "H", "H", "H", "H", "H", "C", "C", "C", "C", "C", "C", "H", "H", "Cl", "S", "O", "O", "N", "C", "C", "C", "C", "C", "H", "H", "H", "H", "H", "H", "H", "H", "H", "H", "H"], "xyz": [[1.36878, -0.24861, 3.88616], [0.30875, -0.20792, 3.29132], [-0.59582, -1.20803, 3.30756], [-1.44286, -1.10937, 2.77017], [-0.26333, -2.54061, 3.75216], [0.73760, -2.48236, 4.18463], [-0.96885, -2.86119, 4.52528], [-0.29217, -3.52566, 2.57116], [0.59863, -3.04000, 1.46613], [0.15214, -2.41502, 0.38274], [1.14466, -1.87052, -0.59282], [2.22138, -1.08221, 0.16791], [2.81848, -1.87892, 1.33979], [2.08290, -3.20513, 1.59704], [2.41293, -3.93923, 0.85448], [2.35244, -3.58583, 2.58235], [2.76931, -1.27596, 2.24634], [3.87033, -2.09948, 1.15144], [3.00825, -0.78714, -0.52821], [1.76208, -0.16653, 0.54679], [0.65620, -1.21868, -1.31681], [1.62215, -2.69336, -1.13496], [-0.90082, -2.27119, 0.18642], [0.03437, -4.50476, 2.92615], [-1.31800, -3.61470, 2.20590], [-0.09107, 0.99022, 2.48532], [-0.80139, 0.86639, 1.29896], [-1.08965, 1.97486, 0.52659], [-0.67250, 3.23311, 0.93414], [0.04966, 3.36919, 2.11741], [0.34409, 2.25471, 2.87730], [0.91929, 2.34501, 3.78628], [0.37803, 4.34977, 2.42249], [-1.01815, 4.62345, -0.00948], [-2.03225, 1.60589, -0.96609], [-2.86234, 0.47886, -0.65585], [-2.68153, 2.78511, -1.45950], [-0.80578, 1.04059, -1.95854], [-1.26728, 0.16093, -3.01848], [-1.88809, 0.94015, -4.17606], [-0.87993, 1.95542, -4.71068], [-0.44136, 2.88176, -3.57863], [0.11985, 2.05583, -2.42120], [0.36116, 2.69310, -1.56902], [1.03547, 1.54000, -2.73196], [0.31914, 3.58336, -3.92529], [-1.30191, 3.44771, -3.21982], [-1.32501, 2.53799, -5.51884], [-0.00969, 1.42827, -5.11217], [-2.19223, 0.24732, -4.96229], [-2.77370, 1.46272, -3.80945], [-1.99331, -0.51541, -2.56644], [-0.40530, -0.41718, -3.36909], [-1.13378, -0.08672, 0.92123]], "forces_ev_per_angstrom": [[0.264, 0.090, 0.118], [-0.297, 0.137, -0.046], [-0.328, -0.153, 0.063], [0.092, 0.122, 0.020], [0.064, -0.234, 0.075], [-0.133, -0.038, 0.039], [0.150, 0.008, -0.013], [0.055, 0.243, -0.052], [-0.180, -0.252, 0.064], [0.057, -0.059, -0.105], [0.088, 0.160, 0.040], [0.054, -0.023, -0.113], [0.100, 0.011, 0.037], [0.076, 0.173, 0.012], [0.023, -0.084, 0.055], [0.029, -0.093, 0.010], [0.077, -0.038, -0.015], [0.031, 0.025, 0.026], [0.009, 0.093, 0.009], [0.027, 0.032, -0.049], [0.016, -0.048, -0.093], [-0.009, -0.004, -0.118], [-0.245, -0.055, 0.072], [-0.073, -0.065, 0.016], [-0.038, -0.067, 0.004], [0.012, 0.189, -0.296], [0.105, -0.061, 0.334], [-0.284, 0.074, -0.523], [-0.016, -0.149, 0.034], [-0.098, -0.051, -0.125], [-0.044, -0.162, -0.036], [0.069, 0.015, 0.065], [0.012, 0.100, 0.016], [0.189, 0.528, 0.073], [0.358, -0.107, 0.189], [0.056, -0.304, 0.008], [0.183, -0.052, 0.017], [-0.630, 0.143, 0.791], [-0.582, -0.350, -0.279], [0.264, -0.099, -0.081], [-0.210, 0.130, 0.107], [0.148, -0.115, -0.080], [0.204, 0.641, -0.062], [0.194, 0.040, -0.073], [-0.034, 0.012, 0.089], [0.008, 0.039, 0.028], [0.093, 0.079, -0.046], [0.068, -0.028, -0.056], [0.032, -0.016, -0.089], [-0.063, -0.017, 0.016], [-0.087, -0.033, -0.080], [0.122, -0.152, -0.176], [-0.014, 0.018, 0.095], [0.039, -0.193, 0.083]], "mulliken_charge": [-0.675, 0.165, -0.137, 0.303, -0.764, 0.448, 0.342, -1.359, 0.783, -0.430, -0.355, -0.200, -0.852, -0.960, 0.419, 0.440, 0.262, 0.398, 0.581, -0.131, -0.504, 0.618, 0.573, 0.388, 0.369, 0.762, -0.372, -1.215, 0.906, -0.732, -0.627, 0.505, 0.451, -0.159, 1.518, -0.770, -0.691, 0.537, -1.380, -0.581, -0.799, -0.522, -0.784, 0.311, 0.405, 0.436, 0.266, 0.386, 0.308, 0.406, 0.322, 0.574, 0.458, 0.356], "smiles": "O=C(NCCC1=CCCCC1)c1ccc(Cl)c(S(=O)(=O)N2CCCCC2)c1", "e_lumo_ev": 0.3}


2.
{"formula": "C20H27FIN3O3Pb", "method": "ωB97M-V/def2-TZVPD", "species": ["C", "C", "H", "H", "H", "H", "H", "H", "Pb", "C", "H", "H", "H", "I", "F", "C", "C", "C", "C", "O", "C", "C", "N", "C", "C", "C", "C", "C", "C", "N", "C", "C", "N", "C", "C", "C", "O", "O", "H", "H", "H", "H", "H", "H", "H", "H", "H", "H", "H", "H", "H", "H", "H", "H", "H", "H"], "xyz": [[-1.71164, 0.70359, -6.95887], [-1.73317, -0.80930, -6.93738], [-2.64268, 0.98505, -6.42936], [-1.74976, 1.05650, -8.04437], [-0.83376, 1.29914, -6.44526], [-1.51261, -1.62856, -6.04999], [-2.80771, -1.08844, -7.12875], [-1.05036, -1.15951, -7.72109], [-0.09052, -0.04031, -4.42865], [1.78291, -0.04151, -5.66812], [2.23059, -1.04403, -5.84232], [2.47258, 0.49774, -4.95699], [1.75970, 0.51472, -6.63416], [-3.07259, -0.19200, -3.56593], [-0.65670, 3.64045, 0.96668], [-0.26343, 2.30708, 0.93625], [-0.17572, 1.64603, -0.23752], [0.23162, 0.27888, -0.28107], [0.60454, -0.32158, -1.52302], [0.72365, 0.53881, -2.47982], [0.84893, -1.73176, -1.60271], [1.14421, -2.36363, -0.42514], [0.90579, -1.77638, 0.78061], [1.00814, -2.55669, 1.93178], [0.77333, -4.01146, 1.82234], [2.16345, -3.50076, 2.04781], [0.53581, -0.43606, 0.87920], [0.52743, 0.24227, 2.10915], [0.03785, 1.59136, 2.14242], [-0.04185, 2.28141, 3.33134], [0.75308, 1.87707, 4.50855], [-0.13878, 1.14974, 5.49758], [-1.30464, 2.05648, 5.82713], [-2.07402, 2.60077, 4.64980], [-1.09858, 3.24354, 3.68124], [1.03097, -2.61029, -2.86582], [1.95469, -3.44690, -2.80650], [0.21419, -2.34801, -3.82828], [-0.39725, 2.15817, -1.16039], [1.57306, -3.35669, -0.41916], [0.69546, -2.14163, 2.88711], [0.33200, -4.52461, 2.68444], [0.54559, -4.45114, 0.84167], [2.85989, -3.55205, 1.20519], [2.66983, -3.64480, 3.01672], [0.82128, -0.25968, 3.05142], [1.15418, 2.78790, 4.98171], [1.60114, 1.25723, 4.18761], [-0.52816, 0.22131, 5.07443], [0.38263, 0.91521, 6.42913], [-1.94877, 1.54936, 6.47657], [-0.86230, 2.88659, 6.26835], [-2.77303, 3.32027, 5.06351], [-2.63143, 1.76862, 4.22002], [-0.61547, 4.11183, 4.15881], [-1.62360, 3.55066, 2.78209]], "forces_ev_per_angstrom": [[0.331, 1.825, 0.679], [-0.002, -3.088, 0.422], [0.618, 0.512, -0.335], [-0.007, -0.482, 1.430], [-1.563, -1.310, -1.162], [-0.239, 2.852, -1.419], [1.144, 0.048, -0.286], [-0.452, -0.275, -0.115], [-0.958, -0.187, -1.387], [2.029, -0.085, -0.448], [-0.240, 0.528, 0.055], [-0.327, -0.330, -0.737], [-0.079, -0.293, 0.657], [-1.401, -0.118, 0.778], [0.494, -1.372, 0.142], [-0.167, -0.675, 0.805], [0.157, -0.744, -0.443], [0.326, 0.362, 0.891], [-0.475, 1.818, -2.159], [0.938, -1.832, 2.138], [0.864, -0.709, 0.381], [-0.915, 1.018, -0.782], [-0.123, 1.791, -0.514], [0.591, -1.008, 1.707], [-0.241, -1.463, 0.340], [1.220, -0.270, 0.260], [0.092, -0.163, 0.209], [-1.191, 1.479, 0.425], [0.609, -0.727, -0.877], [0.471, 0.845, 2.266], [-0.589, 0.340, -1.112], [0.161, -0.414, -0.178], [0.270, -0.082, 0.645], [-0.128, -0.255, -0.029], [0.772, -0.908, -0.292], [0.749, 0.328, -0.768], [-1.494, 0.714, -0.098], [1.061, -0.080, 1.064], [0.058, -0.079, -0.189], [-0.231, 0.111, -0.261], [-0.115, 0.228, -0.622], [-0.075, 0.254, -0.519], [-0.012, 0.247, 0.642], [-0.298, 0.123, 0.288], [-0.500, 0.053, -0.531], [-0.341, 0.520, -0.849], [0.026, -0.118, -0.051], [-0.305, 0.212, 0.241], [-0.116, 0.173, -0.018], [-0.173, 0.118, 0.010], [0.686, 0.859, -0.409], [-0.625, -0.599, 0.277], [-0.156, 0.107, 0.015], [0.130, 0.033, -0.147], [-0.244, 0.001, -0.186], [-0.016, 0.170, 0.156]], "mulliken_charge": [-0.662, -0.723, 0.264, 0.274, 0.106, 0.197, 0.266, 0.300, 0.793, -1.552, 0.350, 0.382, 0.342, -0.707, -0.358, 0.222, -0.784, -0.043, 1.953, -0.808, -0.283, -0.825, 0.103, -0.231, -0.661, -0.531, -0.394, -0.063, 0.446, 0.073, -1.124, -0.571, -0.150, -0.666, -0.641, 0.222, -0.708, -0.660, 0.550, 0.891, 0.465, 0.273, 0.251, 0.225, 0.277, 0.016, 0.327, 0.518, 0.443, 0.383, 0.364, 0.409, 0.394, 0.359, 0.282, 0.425], "e_lumo_ev": -2.1}


3.
{"formula": "C20H27N2O3PSTi", "method": "ωB97M-V/def2-TZVPD", "species": ["C", "C", "C", "C", "C", "C", "C", "C", "N", "Ti", "C", "P", "H", "H", "H", "H", "H", "H", "H", "H", "C", "C", "H", "C", "C", "H", "H", "H", "H", "H", "H", "H", "H", "H", "H", "H", "H", "H", "H", "O", "S", "O", "N", "C", "O", "C", "C", "C", "C", "C", "C", "H", "H", "H", "H"], "xyz": [[3.68341, -2.41245, -2.42470], [3.97571, -1.77952, -1.21300], [3.03831, -0.92451, -0.61789], [1.84439, -0.69126, -1.29852], [1.51301, -1.36166, -2.48186], [2.43852, -2.24412, -3.04552], [3.30430, -0.33985, 0.73683], [2.58202, 0.98771, 1.09997], [3.23871, 2.13381, 0.52842], [0.28753, -0.07836, -0.05310], [0.12582, -1.13514, -3.03314], [-0.45197, 0.47150, -2.28086], [4.92874, -1.93078, -0.70268], [2.16068, -2.78552, -3.94872], [4.42396, -3.06434, -2.88222], [-0.57825, -1.92739, -2.71997], [0.08219, -1.03600, -4.12406], [3.02822, -1.07011, 1.51978], [4.38567, -0.16871, 0.84284], [1.43577, 1.01995, 0.89633], [-2.13436, 0.68779, -2.87432], [0.51823, 1.63883, -3.27021], [2.68678, 1.13355, 2.19331], [3.54675, 2.20031, -0.86416], [3.07678, 3.40439, 1.18150], [-0.96770, 1.21713, -0.18498], [4.26725, 3.02006, -1.00742], [3.99513, 1.26870, -1.22895], [2.66713, 2.41847, -1.50252], [3.86332, 4.08700, 0.82336], [2.09580, 3.87849, 0.97120], [3.17350, 3.28482, 2.27278], [0.21776, 1.50083, -4.31568], [0.30433, 2.66419, -2.94371], [1.59133, 1.44329, -3.16450], [-2.11769, 0.54829, -3.96499], [-2.79421, -0.04847, -2.39127], [-2.46254, 1.70660, -2.62135], [-0.48977, 1.41191, 0.52914], [-4.00998, -4.88794, 0.81271], [-3.88925, -3.47489, 0.54582], [-4.94103, -2.81873, -0.18666], [-2.36204, -3.11201, -0.04791], [-1.70184, -2.27199, 0.71196], [-0.65751, -1.59650, 0.30595], [-2.32510, -1.95699, 2.00272], [-1.91437, -1.02133, 2.97428], [-2.87339, -0.57134, 3.86817], [-4.18250, -1.09012, 3.85895], [-4.57123, -2.06146, 2.92106], [-3.60073, -2.49325, 2.01362], [-0.88042, -0.67605, 3.00552], [-2.62280, 0.20216, 4.58997], [-4.91159, -0.75053, 4.59871], [-5.57840, -2.48235, 2.86506]], "forces_ev_per_angstrom": [[-0.122, 0.019, 0.157], [-0.264, 0.126, -0.108], [0.088, -0.245, -0.169], [-1.464, 0.109, 0.266], [0.241, -0.404, -0.178], [-0.238, 0.445, 0.176], [-0.431, -0.051, 0.505], [3.687, 1.621, -0.055], [-0.972, -1.515, 0.814], [1.820, -4.351, 0.232], [-0.287, -0.024, 0.575], [0.366, -1.040, -2.606], [-0.195, -0.054, -0.271], [0.285, 0.081, 0.151], [-0.146, 0.085, 0.121], [0.280, 0.162, -0.153], [-0.016, -0.023, 0.145], [0.169, 0.111, -0.298], [-0.385, 0.145, 0.174], [-0.532, 0.302, 0.369], [-0.384, 0.153, 0.644], [0.238, 0.602, 0.522], [-0.765, -0.220, -0.478], [0.326, 0.048, -0.811], [-0.193, 0.590, 0.533], [0.657, 1.436, 1.383], [-0.243, -0.367, -0.081], [-0.052, 0.274, 0.099], [0.105, 0.009, 0.215], [-0.329, -0.237, 0.251], [0.253, -0.126, 0.011], [-0.010, 0.113, -0.404], [-0.041, 0.082, 0.220], [0.099, -0.113, -0.282], [-0.306, -0.004, -0.045], [-0.074, 0.041, 0.331], [0.057, 0.239, -0.281], [-0.120, -0.305, -0.213], [-1.853, 0.648, -1.076], [0.580, 1.541, -0.308], [-0.795, -0.934, 1.286], [1.225, -0.108, -0.062], [1.852, 1.638, -0.494], [-3.507, -2.653, -0.283], [2.044, 1.844, -0.952], [0.000, 0.737, 0.519], [-0.447, -0.465, -0.806], [-0.298, -0.079, 0.328], [-0.095, -0.359, -0.264], [0.615, -0.156, 0.098], [-0.828, 0.475, 0.651], [-0.193, 0.098, 0.042], [-0.001, -0.246, -0.023], [0.296, 0.013, -0.304], [0.302, 0.292, 0.186]], "mulliken_charge": [-0.783, -0.879, 0.314, 1.181, 0.939, -0.789, -1.609, 0.523, 0.081, -1.252, -1.106, 1.173, 0.498, 0.541, 0.450, 0.420, 0.720, 0.513, 0.461, -0.151, -1.119, -1.440, 0.597, -0.882, -0.891, 0.215, 0.469, 0.290, 0.157, 0.316, 0.338, 0.313, 0.466, 0.415, 0.421, 0.438, 0.405, 0.435, 0.210, -0.587, 1.155, -0.568, -0.509, 0.188, -0.371, 0.740, -0.604, -0.615, -0.567, -0.597, 0.103, 0.578, 0.402, 0.405, 0.450], "e_lumo_ev": [-9.5, -9.5], "total_charge": 2}


4.
{"formula": "C20H27N3O3", "method": "ωB97M-V/def2-TZVPD", "species": ["O", "O", "N", "O", "C", "C", "C", "C", "C", "C", "C", "C", "C", "C", "C", "N", "N", "C", "C", "C", "C", "C", "C", "C", "C", "C", "H", "H", "H", "H", "H", "H", "H", "H", "H", "H", "H", "H", "H", "H", "H", "H", "H", "H", "H", "H", "H", "H", "H", "H", "H", "H", "H"], "xyz": [[1.28408, 3.63286, -3.23982], [-1.42519, 1.75777, -1.35289], [-3.24971, -1.60804, 3.11296], [-3.10791, -3.02411, 3.20117], [2.18123, 3.51556, -2.41505], [-0.45328, 2.41494, -0.99958], [-2.57226, -1.22268, 2.06316], [-1.94768, -2.35810, 1.41419], [-2.31734, -3.44102, 2.16493], [0.50363, -2.30991, -2.10401], [0.90251, -3.04349, -0.98311], [-0.69320, -1.58922, -2.07140], [0.10313, -3.05509, 0.16595], [-1.48860, -1.60311, -0.92097], [-1.10350, -2.33881, 0.20969], [-0.67831, 3.63295, -0.48621], [2.08664, 2.69621, -1.35072], [3.43820, 4.34912, -2.59562], [-2.44662, 0.21890, 1.67146], [0.25072, 4.56754, 0.14812], [-3.00216, -5.83627, 2.53190], [-1.97436, -4.88776, 1.90890], [3.13751, 2.44204, -0.37432], [2.83363, 1.05995, 0.19398], [1.30950, 1.00821, 0.14528], [0.95464, 1.78768, -1.12662], [1.12169, -2.29361, -2.99693], [1.83143, -3.60554, -1.00488], [-1.00753, -1.00556, -2.93269], [0.43080, -3.61982, 1.03230], [-2.41489, -1.03680, -0.91975], [-1.64864, 3.90557, -0.52220], [3.28368, 5.04314, -3.42162], [4.27297, 3.69137, -2.82942], [3.64277, 4.90975, -1.68557], [-2.71278, 0.86603, 2.51178], [-3.11563, 0.44012, 0.83578], [-1.42172, 0.44045, 1.36496], [0.81804, 5.10438, -0.61418], [-0.30997, 5.29505, 0.73748], [0.93181, 4.03491, 0.81245], [-3.02679, -5.71830, 3.62021], [-4.00128, -5.63091, 2.13379], [-2.74333, -6.87429, 2.30196], [-0.99171, -5.10059, 2.33880], [-1.92034, -5.06486, 0.83032], [3.09207, 3.18926, 0.41859], [4.12686, 2.43898, -0.83254], [3.21509, 0.94342, 1.20878], [3.24686, 0.29500, -0.46504], [0.90717, 1.51878, 1.02127], [0.94383, -0.01764, 0.10594], [0.92422, 1.08561, -1.96092]], "forces_ev_per_angstrom": [[-0.229, -0.388, 0.370], [0.368, -0.377, -0.104], [0.263, -0.485, -0.152], [0.656, 0.279, -1.066], [-0.260, 0.749, -1.152], [-0.424, -0.766, -0.771], [0.221, -0.970, 0.205], [-0.381, 0.102, 0.487], [0.014, 1.022, -0.414], [-0.194, 0.055, 0.247], [-0.411, 0.205, 0.085], [0.092, -0.139, 0.377], [0.115, 0.140, -0.465], [0.328, -0.114, -0.226], [0.214, -0.006, -0.337], [0.528, 1.049, 0.807], [0.027, -0.574, 0.865], [-0.196, -0.238, 0.299], [-0.261, -0.108, 0.262], [-0.064, -0.322, -0.482], [0.008, -0.061, 0.010], [-0.659, 0.047, 0.819], [0.485, -0.046, 0.055], [-0.294, 0.219, -0.169], [0.231, 0.043, 0.054], [-0.414, 0.287, -0.254], [-0.066, -0.028, 0.103], [-0.105, 0.062, 0.034], [0.044, -0.078, 0.162], [-0.061, 0.080, -0.026], [0.131, -0.068, 0.058], [0.046, -0.168, -0.026], [-0.086, -0.191, 0.116], [0.213, 0.076, 0.086], [0.267, 0.013, 0.070], [-0.012, -0.143, -0.107], [0.180, 0.078, 0.030], [-0.141, -0.054, -0.078], [0.122, 0.082, 0.133], [-0.002, -0.176, -0.061], [0.024, 0.111, 0.006], [-0.077, -0.034, -0.201], [0.131, -0.067, 0.127], [-0.062, 0.137, 0.053], [0.018, 0.015, -0.102], [0.106, 0.269, 0.124], [0.213, 0.160, 0.112], [-0.040, 0.316, 0.018], [0.108, -0.115, -0.147], [0.090, -0.054, 0.119], [-0.140, -0.076, 0.090], [-0.230, 0.120, 0.051], [-0.431, 0.128, -0.095]], "mulliken_charge": [-0.633, -0.660, -0.812, -0.261, 0.743, -0.292, -0.059, 0.532, -0.068, -0.332, -0.817, -0.634, -0.239, -0.002, 0.802, -0.057, 0.171, -1.367, -0.706, -0.721, -1.447, -0.253, -0.753, -0.825, 0.397, 0.311, 0.421, 0.382, 0.350, 0.397, 0.313, 0.312, 0.342, 0.355, 0.328, 0.452, 0.336, -0.099, 0.197, 0.366, 0.175, 0.307, 0.355, 0.412, 0.267, 0.343, 0.285, 0.463, 0.391, 0.348, 0.354, -0.654, 0.483], "smiles": "CNC(=O)[C@@H]1CCCN1C(C)=O.CCc1onc(C)c1-c1ccccc1", "e_lumo_ev": 0.5}